[1]
Computed, not measured: a 9-piece molecular cluster, C26H34BF8NO25Si overall, with ωB97M-V with the def2-TZVPD basis set.

The calculation puts the maximum force at 0.8 eV Å⁻¹. The SMILES is O=C1OC[C@@H](F)O1.O=C1OC[C@@H](F)O1.O=C1OC[C@@H](F)O1.O=C1OC[C@@H](F)O1.O=C1OC[C@@H](F)O1.O=C1OC[C@@H](F)O1.O=C1OC[C@@H](F)O1.O=C1OC[C@@H](F)O1.CB(O)[SiH2]CN. The LUMO energy comes out at 0.0030 hartree. Its highest occupied orbital energy is -9.18 eV. The frontier orbital gap comes out at 9.261 eV.

ORCA input file:
```
! RIJCOSX wB97M-V def2-TZVPD def2/J DEFGRID3
* xyz 0 1
C 2.17921 0.87955 1.36493
B 1.37866 2.14110 1.81125
O 2.00494 3.34824 1.67928
Si -0.49113 2.08967 2.64013
C -1.56722 0.66215 1.98597
N -2.43812 0.99649 0.83397
H 2.60108 0.35293 2.23210
H 1.57563 0.16202 0.79916
H 3.03118 1.18268 0.73932
H 1.40246 4.08587 1.63846
H -0.33077 1.96083 4.10669
H -1.20750 3.36396 2.31157
H -2.22599 0.34237 2.80335
H -0.96238 -0.21586 1.72906
H -1.89881 1.47457 0.11798
H -3.14778 1.65327 1.13795
C 4.15908 2.02501 5.96763
C 4.88399 1.15770 4.95438
O 3.95282 0.10239 4.75304
C 2.70902 0.58564 5.00826
O 1.70400 0.03879 4.68851
O 2.78575 1.76934 5.64828
F 6.03777 0.63978 5.43622
H 4.36543 1.67556 6.98117
H 4.37562 3.08439 5.88718
H 5.09034 1.64042 3.99909
C 3.34823 2.03951 -3.04180
C 1.87001 2.37271 -3.15857
O 1.26225 1.10970 -2.96380
C 2.10325 0.34168 -2.22177
O 1.80243 -0.67033 -1.68411
O 3.32549 0.91293 -2.16291
F 1.53633 2.84907 -4.37713
H 3.74162 1.73835 -4.01368
H 3.95409 2.83294 -2.61664
H 1.49802 3.06458 -2.40029
C -4.37069 -0.05325 -1.63501
C -4.92018 -1.06964 -2.61361
O -5.85840 -0.29243 -3.34669
C -5.45422 1.01008 -3.30983
O -5.87987 1.85921 -4.01916
O -4.50163 1.17058 -2.37081
F -5.56922 -2.08770 -2.00519
H -4.99097 -0.01008 -0.73949
H -3.33938 -0.22060 -1.35231
H -4.18541 -1.48536 -3.30344
C 0.99901 4.14249 9.23003
C 2.26821 4.56852 9.94951
O 3.23273 4.49800 8.91829
C 2.59805 4.66657 7.72390
O 3.14448 4.86972 6.69254
O 1.26273 4.56377 7.89136
F 2.61360 3.72285 10.94541
H 0.89855 3.05639 9.25739
H 0.09474 4.61431 9.60016
H 2.25093 5.58518 10.34611
C -0.43135 -2.69400 -0.36907
C -1.93221 -2.64856 -0.58939
O -2.32311 -3.97508 -0.33748
C -1.40968 -4.53450 0.51613
O -1.57144 -5.55316 1.09630
O -0.32124 -3.74275 0.60293
F -2.27232 -2.31325 -1.86906
H 0.08540 -2.97823 -1.28438
H -0.01155 -1.77277 0.01450
H -2.47320 -1.97933 0.08580
C -7.22587 -1.10055 -6.16682
C -6.21328 -1.87326 -6.98627
O -6.90989 -3.05300 -7.30231
C -8.25272 -2.77131 -7.29464
O -9.08783 -3.47884 -7.73979
O -8.46149 -1.56801 -6.71567
F -5.09910 -2.18680 -6.26769
H -7.15825 -1.37979 -5.11668
H -7.14836 -0.02198 -6.26412
H -5.89641 -1.38839 -7.91112
C 5.31938 -1.51815 1.00107
C 6.80395 -1.62010 0.69904
O 7.22164 -0.27023 0.79272
C 6.36905 0.38147 1.62721
O 6.56457 1.45379 2.09730
O 5.27344 -0.37097 1.85422
F 7.05416 -2.07951 -0.54729
H 4.75573 -1.31563 0.08838
H 4.90239 -2.37933 1.51306
H 7.37777 -2.21602 1.41076
C -2.05281 -4.14314 -5.97437
C -1.04149 -3.40738 -6.83683
O -0.34588 -2.62661 -5.88584
C -0.43344 -3.24762 -4.67552
O 0.22157 -2.97978 -3.72581
O -1.36852 -4.22063 -4.72203
F -1.62409 -2.59270 -7.74636
H -2.95620 -3.54490 -5.86286
H -2.30313 -5.13844 -6.32686
H -0.32632 -4.04925 -7.35448
*
```

These are the Löwdin partial charges, in e, on atoms 1 to 5:
1 C -0.034
2 B -0.606
3 O 0.085
4 Si 0.748
5 C -0.421


[2]
Computed, not measured: an isolated ion of composition C3H6N3O and charge +1, with ωB97M-V with the def2-TZVPD basis set.

The calculation puts the maximum force at 4.5 eV Å⁻¹. The SMILES is O[C@@H]1N=CNC=[NH+]1. The LUMO energy comes out at -0.1693 hartree. Its energy above the lowest of the compared OMol25 structures with the same formula, charge and spin is 12.9 kcal/mol. Its highest occupied orbital energy is -15.07 eV. The frontier orbital gap comes out at 10.466 eV.

ORCA input file:
```
! RIJCOSX wB97M-V def2-TZVPD def2/J DEFGRID3
* xyz 1 1
C -0.74561 1.35054 -0.04678
C -0.86567 -0.99216 0.15305
C 1.16381 0.02018 -0.55542
N 0.45488 1.33073 -0.44129
N -1.45360 0.18618 0.28274
N 0.24766 -1.10382 -0.40774
O 1.89239 -0.10471 0.80221
H -1.27338 2.27579 0.12017
H -1.53788 -1.79615 0.41722
H 1.88857 0.05654 -1.43637
H -2.38541 0.03007 0.77466
H 0.50844 -2.07494 -0.67245
H 2.10579 0.82175 1.01000
*
```

These are the Löwdin partial charges, in e, on atoms 1 to 5:
1 C -0.112
2 C -0.090
3 C -0.215
4 N 0.138
5 N 0.127


[3]
Computed, not measured: a 2-piece molecular cluster, C5H12O3 overall, with ωB97M-V with the def2-TZVPD basis set.

The calculation puts the maximum force at 4.9 eV Å⁻¹. The SMILES is O=C(O)CO.CCC. The LUMO energy comes out at 0.0242 hartree. Its energy above the lowest of the compared OMol25 structures with the same formula, charge and spin is 50.7 kcal/mol. Its highest occupied orbital energy is -10.03 eV. The frontier orbital gap comes out at 10.691 eV.

ORCA input file:
```
! RIJCOSX wB97M-V def2-TZVPD def2/J DEFGRID3
* xyz 0 1
C 1.02517 0.76176 -2.04643
C 1.16255 -0.63180 -1.43801
O 0.04562 -1.37546 -1.76521
O -0.26973 1.30159 -1.90173
O 2.24194 -1.17755 -1.28235
H 0.27738 -2.31319 -1.70362
H -0.90308 0.64850 -2.22565
H 1.72114 1.43793 -1.54743
H 1.30347 0.69304 -3.10908
C -0.48634 0.50965 1.93305
C 0.65784 -0.18326 0.91571
C -1.85286 -0.12768 1.77123
H -0.09047 0.34944 2.93512
H -0.51997 1.58366 1.74807
H -2.22527 0.02354 0.75999
H -2.56343 0.31862 2.46627
H -1.80458 -1.19885 1.95856
H 0.02319 0.36016 0.19640
H 0.64458 -1.24255 1.15645
H 1.61284 0.26244 1.17864
*
```

These are the Löwdin partial charges, in e, on atoms 1 to 5:
1 C -0.168
2 C -0.557
3 O 0.062
4 O -0.057
5 O 0.076


[4]
Computed, not measured: C3H4F2O as an isolated structure, with ωB97M-V with the def2-TZVPD basis set.

The calculation puts the maximum force at 5.3 eV Å⁻¹. The LUMO energy comes out at 0.0122 hartree. Its energy above the lowest of the compared OMol25 structures with the same formula, charge and spin is 56.0 kcal/mol. Its highest occupied orbital energy is -10.84 eV. The frontier orbital gap comes out at 11.167 eV.

ORCA input file:
```
! RIJCOSX wB97M-V def2-TZVPD def2/J DEFGRID3
* xyz 0 1
C -0.14839 0.43197 0.65336
C 1.56808 0.10280 -0.13908
C -0.93113 -0.34088 -0.37840
O 2.33609 -0.61678 0.32872
F -1.06640 1.45802 1.32519
F 1.58955 0.66415 -1.31558
H 0.07883 -0.22087 1.51482
H -2.06667 -0.44578 -0.16363
H -0.58049 -1.37788 -0.54394
H -0.77947 0.34527 -1.28146
*
```

These are the Löwdin partial charges, in e, on atoms 1 to 5:
1 C -0.129
2 C -0.398
3 C -0.111
4 O 0.204
5 F -0.113


[5]
Computed, not measured: one molecule with the formula C14H18N2O4, with ωB97M-V with the def2-TZVPD basis set.

The calculation puts the maximum force at 3.7 eV Å⁻¹. The SMILES is [NH3+][C@@H](Cc1ccc(O)cc1)C(=O)N1CCC[C@@H]1C(=O)[O-]. The LUMO energy comes out at -0.0254 hartree. Its energy above the lowest of the compared OMol25 structures with the same formula, charge and spin is 69.6 kcal/mol. Its highest occupied orbital energy is -6.71 eV. The frontier orbital gap comes out at 6.016 eV.

ORCA input file:
```
! RIJCOSX wB97M-V def2-TZVPD def2/J DEFGRID3
* xyz 0 1
O -4.78891 -0.93408 1.67083
O -1.02946 -1.24813 0.45462
O -3.11330 -0.06325 2.85533
O 3.81913 -3.61394 -3.07336
C -3.71976 -0.26260 1.75178
C -0.78168 -0.05787 0.62431
C 4.12547 -1.81312 -1.51824
C 1.99942 -2.28204 -2.51705
C 3.54035 -0.69514 -0.84068
C 1.40717 -1.26101 -1.81656
C 3.32684 -2.58719 -2.35706
C 2.17416 -0.41576 -1.00123
N -1.82299 0.86888 0.59210
C 1.54269 0.75839 -0.29285
C -1.65644 2.29298 0.84458
C -3.22613 0.42097 0.48165
C -3.08004 2.80332 1.01126
C -3.93243 1.75322 0.23339
C 0.66417 0.33894 0.93465
N 1.41979 -0.71722 1.67688
H 4.74673 -3.65988 -2.93531
H 5.20540 -1.97561 -1.47634
H 1.47277 -2.95138 -3.13956
H 4.15012 -0.05330 -0.21325
H 0.34197 -1.08149 -1.95198
H 2.31619 1.47722 0.01829
H 0.90427 1.30061 -0.98751
H -1.15234 2.79289 0.02321
H -1.12697 2.52710 1.77246
H -3.39917 -0.27102 -0.38139
H -3.28437 3.80993 0.64184
H -3.34757 2.80203 2.05658
H -3.98066 1.94688 -0.85496
H -4.96211 1.75443 0.61146
H 0.55460 1.20992 1.54879
H 1.47223 -0.49209 2.67993
H 0.86798 -1.58250 1.55773
H 2.35290 -0.83908 1.31569
*
```

These are the Löwdin partial charges, in e, on atoms 1 to 5:
1 O -0.060
2 O 0.065
3 O -0.079
4 O 0.092
5 C -0.678


[6]
Computed, not measured: one molecule with the formula C3HNO4, with ωB97M-V with the def2-TZVPD basis set.

The calculation puts the maximum force at 2.6 eV Å⁻¹. The SMILES is O=c1cnoc(=O)o1. The LUMO energy comes out at -0.0261 hartree. Its energy above the lowest of the compared OMol25 structures with the same formula, charge and spin is 55.2 kcal/mol. Its highest occupied orbital energy is -11.62 eV. The frontier orbital gap comes out at 10.910 eV.

ORCA input file:
```
! RIJCOSX wB97M-V def2-TZVPD def2/J DEFGRID3
* xyz 0 1
C -1.04677 -0.55084 -0.01920
C -0.80732 0.93322 0.02719
C 1.38312 -0.61075 -0.03856
H -1.71893 1.48777 0.18025
N 0.30932 1.48903 0.01252
O -2.08697 -1.11046 -0.03306
O 1.41901 0.73817 -0.13326
O 2.41916 -1.17355 0.07127
O 0.12937 -1.20258 -0.06716
*
```

These are the Löwdin partial charges, in e, on atoms 1 to 5:
1 C -0.431
2 C -0.010
3 C -0.475
4 H 0.135
5 N 0.110